This record from the OMol25 dataset describes a single C11H14F3IN4O4S molecule in a non-equilibrium geometry. The level of theory is wB97M-V/def2-TZVPD.

CARTESIAN COORDINATES (ANGSTROEM)
C: 3.2458 0.8078 1.4137
C: 1.9997 0.5219 2.2649
N: 0.6944 0.7894 1.6788
C: 0.2583 0.0431 0.4833
C: 0.9948 -1.2318 0.4200
N: 1.5728 -2.2163 0.3607
C: 0.4777 0.9737 -0.7565
C: 0.8716 0.5455 -2.1865
C: 1.9655 -0.5013 -2.3372
I: -0.7058 0.1707 -3.6085
C: -1.2519 -0.3909 0.8605
C: -1.2085 -0.7553 2.2988
N: -1.2506 -1.1006 3.3884
C: -1.7891 -1.6875 0.2043
O: -1.5348 -1.7235 -1.1789
N: -0.9453 -3.0269 -1.5581
O: -1.5993 -3.5412 -2.3491
S: -2.4549 1.0160 0.8774
O: -3.4805 0.6330 1.7997
O: -1.7604 2.2555 1.0670
C: -3.3671 1.1854 -0.7606
F: -4.5394 1.6915 -0.4402
F: -3.5425 0.0354 -1.3732
F: -2.7342 2.0387 -1.5387
H: 4.1024 0.8944 2.0910
H: 3.4828 -0.0001 0.7168
H: 3.1597 1.7653 0.8920
H: 2.0625 1.1891 3.1330
H: 2.0376 -0.4826 2.6985
H: 0.5363 1.7786 1.5386
H: 1.3127 1.6146 -0.4550
H: -0.3663 1.6647 -0.8341
H: 1.2626 1.4707 -2.6169
H: 2.3981 -0.4307 -3.3385
H: 2.7673 -0.3127 -1.6129
H: 1.6069 -1.5204 -2.1954
H: -2.8707 -1.7519 0.3795
H: -1.3475 -2.5564 0.7074

Values from the calculation:
SMILES = CCN[C@](C#N)(C[C@@H](C)I)[C@](C#N)(CON=O)S(=O)(=O)C(F)(F)F
Kohn-Sham gap = 8.8 eV
ΔE to the lowest compared entry with this formula, charge and spin = 0.0 kJ/mol
E_LUMO = -0.7 eV


This record from the OMol25 dataset describes a single C18H16Cl3N3S2 molecule in a non-equilibrium geometry. The level of theory is wB97M-V/def2-TZVPD.

CARTESIAN COORDINATES (ANGSTROEM)
Cl: -5.1737 0.7318 6.0060
C: -3.5177 0.7860 5.4982
C: -2.9694 -0.3409 4.8391
C: -1.6406 -0.2530 4.4470
C: -0.9123 0.9245 4.6405
S: 0.8270 1.0193 4.2807
C: 0.8154 2.4301 3.1099
C: 1.2159 1.9605 1.6719
S: -0.0705 0.8909 0.8835
C: 0.6997 0.7365 -0.7556
C: -0.2069 -0.1622 -1.5856
N: -0.0074 0.0383 -3.0170
C: -0.6694 0.9754 -3.7855
C: -0.2219 0.8413 -5.0849
N: 0.7349 -0.1376 -5.1298
C: 0.8530 -0.6310 -3.9188
C: 2.1275 0.1870 -0.7048
C: 2.4407 -0.9098 0.1170
C: 3.7349 -1.4763 0.1127
C: 4.7056 -0.9447 -0.7260
Cl: 6.2888 -1.7087 -0.7191
C: 4.4111 0.1839 -1.4759
C: 3.1165 0.7610 -1.4981
Cl: 2.8973 2.2548 -2.4671
N: -1.4703 1.9915 5.1924
C: -2.7508 1.9352 5.6017
H: -3.5949 -1.2352 4.7192
H: -1.0934 -1.0718 3.9984
H: -0.1355 2.9782 3.1187
H: 1.5508 3.1678 3.4470
H: 1.4665 2.8721 1.0860
H: 2.1429 1.4228 1.7810
H: 0.7650 1.7199 -1.2122
H: -1.2284 0.0867 -1.3568
H: -0.0214 -1.2140 -1.3377
H: -1.4843 1.5975 -3.4133
H: -0.5318 1.4065 -5.9429
H: 1.5542 -1.4240 -3.6138
H: 1.6560 -1.3358 0.7285
H: 3.9823 -2.3166 0.7173
H: 5.1379 0.6674 -2.0643
H: -3.1977 2.8200 6.0378

Values from the calculation:
SMILES = Clc1ccc(SCCS[C@H](Cn2ccnc2)c2ccc(Cl)cc2Cl)nc1
Kohn-Sham gap = 9.0 eV
ΔE to the lowest compared entry with this formula, charge and spin = 3.5 kJ/mol
E_LUMO = 0.2 eV


Among the records above, which one has the lowest Kohn-Sham gap? C11H14F3IN4O4S


Kohn-Sham gap of number 1 (C11H14F3IN4O4S)? 8.8 eV


Repeat the first record exactly.
This record from the OMol25 dataset describes a single C11H14F3IN4O4S molecule in a non-equilibrium geometry. The level of theory is wB97M-V/def2-TZVPD.

CARTESIAN COORDINATES (ANGSTROEM)
C: 3.2458 0.8078 1.4137
C: 1.9997 0.5219 2.2649
N: 0.6944 0.7894 1.6788
C: 0.2583 0.0431 0.4833
C: 0.9948 -1.2318 0.4200
N: 1.5728 -2.2163 0.3607
C: 0.4777 0.9737 -0.7565
C: 0.8716 0.5455 -2.1865
C: 1.9655 -0.5013 -2.3372
I: -0.7058 0.1707 -3.6085
C: -1.2519 -0.3909 0.8605
C: -1.2085 -0.7553 2.2988
N: -1.2506 -1.1006 3.3884
C: -1.7891 -1.6875 0.2043
O: -1.5348 -1.7235 -1.1789
N: -0.9453 -3.0269 -1.5581
O: -1.5993 -3.5412 -2.3491
S: -2.4549 1.0160 0.8774
O: -3.4805 0.6330 1.7997
O: -1.7604 2.2555 1.0670
C: -3.3671 1.1854 -0.7606
F: -4.5394 1.6915 -0.4402
F: -3.5425 0.0354 -1.3732
F: -2.7342 2.0387 -1.5387
H: 4.1024 0.8944 2.0910
H: 3.4828 -0.0001 0.7168
H: 3.1597 1.7653 0.8920
H: 2.0625 1.1891 3.1330
H: 2.0376 -0.4826 2.6985
H: 0.5363 1.7786 1.5386
H: 1.3127 1.6146 -0.4550
H: -0.3663 1.6647 -0.8341
H: 1.2626 1.4707 -2.6169
H: 2.3981 -0.4307 -3.3385
H: 2.7673 -0.3127 -1.6129
H: 1.6069 -1.5204 -2.1954
H: -2.8707 -1.7519 0.3795
H: -1.3475 -2.5564 0.7074

Values from the calculation:
SMILES = CCN[C@](C#N)(C[C@@H](C)I)[C@](C#N)(CON=O)S(=O)(=O)C(F)(F)F
Kohn-Sham gap = 8.8 eV
ΔE to the lowest compared entry with this formula, charge and spin = 0.0 kJ/mol
E_LUMO = -0.7 eV